Record 1
A structure of composition C59H57N8O4P2Si2Sn. Source: the OMol25 dataset; level of theory: ωB97M-V/def2-TZVPD.

- HOMO: -4.32 eV
- LUMO: 0.02611 Eh
- Charge: -1
- Frontier orbital gap: 0.1848 hartree

Last column: Mulliken charge in e.
CARTESIAN COORDINATES (ANGSTROEM)
1 Sn -0.4939 0.6133 -0.0842  0.52
2 C 2.6156 1.2039 -3.2441  -0.92
3 Si 3.2797 0.8674 -1.4994  0.23
4 C 5.0495 0.2098 -1.7836  -1.14
5 C 3.4861 2.5229 -0.5919  -1.06
6 N 2.1012 -0.0629 -0.7033  0.05
7 P 2.1054 -1.1080 0.5071  2.88
8 C 0.5812 -1.1155 1.2920  -2.53
9 P -0.6066 -2.3397 1.0881  2.35
10 N -1.5207 -2.0753 -0.2005  0.39
11 Si -3.1388 -2.5030 -0.5671  0.19
12 C -3.5477 -4.3721 -0.4905  -1.13
13 C -3.3879 -2.0216 -2.3892  -1.04
14 C -4.4444 -1.5991 0.4555  -0.83
15 C 0.0126 -4.0611 1.0899  0.25
16 C 0.3805 -4.7222 2.2579  -0.73
17 C 0.7536 -6.0571 2.2099  -0.78
18 C 0.7673 -6.7347 0.9980  -0.67
19 C 0.4434 -6.0677 -0.1747  -0.70
20 C 0.0672 -4.7339 -0.1267  -0.34
21 C -1.6219 -2.2862 2.6118  -0.11
22 C -2.5245 -3.3129 2.8863  -0.01
23 C -3.4528 -3.1776 3.9072  -0.77
24 C -3.4925 -2.0086 4.6546  -0.77
25 C -2.5808 -0.9924 4.4050  -0.47
26 C -1.6478 -1.1343 3.3882  -0.81
27 C 2.8775 -2.6802 -0.0174  0.56
28 C 3.0991 -2.9061 -1.3715  -0.71
29 C 3.7718 -4.0453 -1.7893  -1.18
30 C 4.2028 -4.9745 -0.8530  -0.80
31 C 3.9395 -4.7775 0.4962  -0.72
32 C 3.2847 -3.6301 0.9149  -0.48
33 C 3.2984 -0.5140 1.7784  0.39
34 C 2.8078 0.1766 2.8814  -0.87
35 C 3.6676 0.8700 3.7222  -0.62
36 C 5.0351 0.8503 3.4848  -0.66
37 C 5.5374 0.1423 2.4015  -0.91
38 C 4.6733 -0.5257 1.5472  -0.27
39 H 3.3843 1.6549 -3.8766  0.50
40 H 2.2880 0.2793 -3.7261  0.12
41 H 1.7629 1.8848 -3.2112  0.09
42 H 5.4806 0.6918 -2.6644  0.50
43 H 5.7105 0.4223 -0.9419  0.30
44 H 5.0683 -0.8683 -1.9593  0.25
45 H 4.1347 3.2187 -1.1311  0.51
46 H 2.5096 3.0004 -0.4725  0.14
47 H 3.9112 2.3696 0.4040  0.19
48 H -2.6473 -4.9879 -0.5406  0.21
49 H -4.0770 -4.6356 0.4277  0.28
50 H -4.1889 -4.6547 -1.3292  0.49
51 H -2.7050 -2.5683 -3.0442  0.22
52 H -4.4095 -2.2570 -2.6998  0.44
53 H -3.2277 -0.9511 -2.5384  0.10
54 H -4.4428 -1.9410 1.4917  0.20
55 H -4.2119 -0.5349 0.4679  0.04
56 H -5.4522 -1.7232 0.0497  0.48
57 H 0.3536 -4.1922 3.2028  0.55
58 H 1.0248 -6.5799 3.1194  0.40
59 H 1.0250 -7.7864 0.9677  0.38
60 H 0.4685 -6.5946 -1.1209  0.41
61 H -0.2190 -4.1947 -1.0223  0.36
62 H -2.5046 -4.2081 2.2745  0.45
63 H -4.1563 -3.9757 4.1138  0.37
64 H -4.2362 -1.8897 5.4333  0.38
65 H -2.6075 -0.0821 4.9914  0.52
66 H -0.9381 -0.3484 3.1617  0.28
67 H 2.7608 -2.1614 -2.0826  0.78
68 H 3.9804 -4.2022 -2.8410  0.46
69 H 4.7506 -5.8516 -1.1751  0.38
70 H 4.2616 -5.5156 1.2204  0.43
71 H 3.0955 -3.4542 1.9676  0.45
72 H 1.7384 0.1597 3.0528  0.37
73 H 3.2693 1.4330 4.5583  0.51
74 H 5.7084 1.3881 4.1417  0.37
75 H 6.6058 0.1272 2.2198  0.40
76 H 5.0583 -1.0608 0.6866  0.62
77 C 0.6678 9.0206 0.6103  -0.89
78 O -0.4277 8.1392 0.5311  -0.44
79 C -0.8802 7.5866 1.6928  0.99
80 C -1.9845 6.7428 1.5749  -0.68
81 C -2.5106 6.1196 2.6830  -0.06
82 C -1.9564 6.3304 3.9546  -0.04
83 C -0.8881 7.2105 4.0665  -0.64
84 C -0.3362 7.8197 2.9470  -0.40
85 N -2.5553 5.8222 5.1301  -0.61
86 N -3.0104 4.6608 5.2291  -0.52
87 C -2.7512 3.6486 4.2990  0.28
88 C -3.8304 2.8562 3.9239  -0.49
89 C -3.7621 1.9725 2.8597  -0.87
90 C -2.5752 1.7837 2.1310  0.63
91 O -2.5117 1.0475 1.0903  -0.70
92 C -1.3988 2.4765 2.6199  -0.10
93 N -0.2355 2.2035 1.9928  0.72
94 C 0.8673 2.7992 2.3838  -0.68
95 C 0.8992 3.6730 3.4778  -1.66
96 C -0.2665 3.9565 4.1393  -0.51
97 C -1.4822 3.3983 3.6907  0.70
98 H 0.8792 9.3311 -0.4102  0.24
99 H 1.5529 8.5305 1.0269  0.35
100 H 0.4302 9.9040 1.2116  0.35
101 H -2.4118 6.5806 0.5938  0.45
102 H -3.3700 5.4715 2.5749  0.42
103 H -0.4630 7.3980 5.0447  0.41
104 H 0.5147 8.4756 3.0717  0.38
105 H -4.7759 3.0269 4.4262  0.40
106 H -4.6412 1.4273 2.5421  0.45
107 H 1.7685 2.5531 1.8337  0.70
108 H 1.8391 4.1019 3.7988  0.55
109 H -0.2593 4.5971 5.0101  0.66
110 O -2.5026 2.6170 -7.7252  -0.66
111 N -2.0283 1.5037 -7.5812  1.05
112 O -1.9811 0.7016 -8.5014  -0.67
113 C -1.5154 1.0944 -6.2969  -0.62
114 C -1.0748 -0.1925 -6.2121  -0.68
115 C -0.5897 -0.7435 -5.0087  1.72
116 C -0.1010 -2.0627 -4.9446  -1.17
117 C 0.3028 -2.5666 -3.7444  -1.19
118 C 0.1798 -1.7639 -2.6036  -0.23
119 N -0.2546 -0.5227 -2.6264  1.60
120 C -0.6096 0.0178 -3.8147  -0.99
121 C -0.9997 1.4171 -3.9137  -0.40
122 N -0.8642 2.1572 -2.8098  0.78
123 C -1.1531 3.4373 -2.8392  -0.63
124 C -1.5991 4.0782 -3.9901  -0.93
125 C -1.7442 3.3457 -5.1428  -0.70
126 C -1.4425 1.9686 -5.1465  0.70
127 H -1.1066 -0.8070 -7.1002  0.60
128 H -0.0580 -2.6530 -5.8523  0.46
129 H 0.6844 -3.5748 -3.6544  0.58
130 H 0.4410 -2.1432 -1.6258  -0.29
131 H -1.0080 3.9761 -1.9071  0.59
132 H -1.8205 5.1365 -3.9840  0.45
133 H -2.0775 3.8223 -6.0458  0.54

***

Record 2
A cluster of 9 separate species, C30H60O18S3 in total. Source: the OMol25 dataset; level of theory: ωB97M-V/def2-TZVPD.

- HOMO: -9.34 eV
- SMILES string: O=S1(=O)OCCO1.O=S1(=O)OCCO1.O=S1(=O)OCCO1.C1CCOC1.C1CCOC1.C1CCOC1.C1CCOC1.C1CCOC1.C1CCOC1
- LUMO: -0.00911 Eh
- Charge: 0
- Frontier orbital gap: 0.3342 hartree
- Relative energy (zero: lowest compared OMol25 entry of this formula, charge and spin): 502.19 kJ/mol

Last column: Mulliken charge in e.
CARTESIAN COORDINATES (ANGSTROEM)
1 O -3.9216 -18.9360 23.5424  -0.50
2 S -3.1398 -17.9843 22.8381  1.06
3 O -2.9236 -16.6923 23.3912  -0.50
4 O -1.7045 -18.6198 22.2199  -0.33
5 C -1.5396 -18.2953 20.8582  -0.27
6 C -2.9712 -18.2706 20.3059  -0.25
7 O -3.7755 -17.7690 21.3241  -0.35
8 H -1.1555 -17.2772 20.7961  0.28
9 H -0.9439 -18.9638 20.2366  0.33
10 H -3.3305 -19.2553 20.0068  0.27
11 H -3.1852 -17.4657 19.6028  0.25
12 O -2.3071 -12.4342 11.6088  -0.50
13 S -1.5805 -13.0541 10.4876  1.05
14 O -0.1306 -13.3290 10.6004  -0.50
15 O -2.5422 -14.3013 9.8917  -0.31
16 C -3.5552 -13.8654 8.9819  -0.20
17 C -2.8469 -12.7714 8.2269  -0.24
18 O -1.8434 -12.2249 9.0907  -0.33
19 H -3.9099 -14.7116 8.3935  0.29
20 H -4.4389 -13.4720 9.4845  0.21
21 H -3.4535 -11.8816 8.0587  0.27
22 H -2.5402 -13.1985 7.2721  0.25
23 O -8.6349 -14.0021 13.6575  -0.52
24 S -7.2916 -14.6615 13.9157  1.06
25 O -6.1835 -13.9146 14.4531  -0.48
26 O -7.4152 -16.0960 14.7723  -0.34
27 C -7.7376 -17.1805 13.9337  -0.33
28 C -6.7357 -16.8987 12.8275  -0.27
29 O -6.9160 -15.5205 12.6073  -0.29
30 H -7.5843 -18.1287 14.4491  0.32
31 H -8.6974 -17.0531 13.4330  0.29
32 H -6.9509 -17.3777 11.8723  0.29
33 H -5.7435 -17.1525 13.2005  0.25
34 C 2.5056 -19.7678 8.1032  -0.49
35 C 3.6928 -20.5809 8.6614  -0.54
36 C 3.9713 -19.8506 9.9308  -0.36
37 O 3.4859 -18.5487 9.7676  -0.40
38 C 2.8203 -18.3431 8.5448  -0.39
39 H 1.5244 -20.1595 8.3713  0.23
40 H 2.5741 -19.7016 7.0174  0.31
41 H 4.5523 -20.5691 7.9912  0.22
42 H 3.5893 -21.6536 8.8246  0.37
43 H 5.0375 -19.9253 10.1447  0.28
44 H 3.4908 -20.3897 10.7472  0.24
45 H 3.4435 -17.9109 7.7619  0.26
46 H 1.9459 -17.7054 8.6750  0.27
47 C -0.6347 -18.9055 14.6206  -0.50
48 C 0.4301 -17.8188 14.5024  -0.45
49 C 1.3849 -18.2121 15.6428  -0.35
50 O 1.0529 -19.4536 16.0970  -0.42
51 C 0.1686 -20.1263 15.1839  -0.42
52 H -1.0852 -19.1167 13.6507  0.33
53 H -1.4186 -18.6662 15.3391  0.24
54 H 0.0976 -16.7815 14.5424  0.31
55 H 0.9835 -17.8858 13.5657  0.18
56 H 1.4189 -17.5024 16.4693  0.25
57 H 2.4103 -18.1375 15.2808  0.26
58 H -0.5539 -20.8244 15.6066  0.29
59 H 0.6786 -20.7319 14.4347  0.27
60 C -0.8263 -26.4448 12.1724  -0.48
61 C -1.0337 -26.2890 13.6400  -0.51
62 C 0.2607 -26.3567 14.2602  -0.40
63 O 1.1051 -25.7986 13.2960  -0.42
64 C 0.5990 -25.9909 11.9901  -0.34
65 H -1.4566 -25.8346 11.5256  0.25
66 H -1.0225 -27.4644 11.8405  0.29
67 H -1.8274 -26.8540 14.1289  0.40
68 H -1.3808 -25.2856 13.8867  0.19
69 H 0.6214 -27.3588 14.4923  0.27
70 H 0.2296 -25.7519 15.1664  0.27
71 H 1.1330 -26.6686 11.3241  0.24
72 H 0.7518 -25.0207 11.5175  0.25
73 C 1.6739 -11.6772 16.8110  -0.49
74 C 3.1047 -12.1537 16.8880  -0.41
75 C 3.3939 -12.2466 18.3357  -0.47
76 O 2.1879 -12.7986 18.8119  -0.40
77 C 1.0878 -12.3830 18.0665  -0.37
78 H 1.2148 -12.0833 15.9096  0.23
79 H 1.5111 -10.6069 16.9377  0.29
80 H 3.8425 -11.5518 16.3575  0.35
81 H 3.0898 -13.1627 16.4760  0.19
82 H 3.5892 -11.2907 18.8218  0.25
83 H 4.2754 -12.7688 18.7077  0.30
84 H 0.5242 -11.6731 18.6718  0.25
85 H 0.3960 -13.1908 17.8276  0.26
86 C 4.7217 -19.4415 22.6651  -0.55
87 C 4.1146 -18.6012 21.5622  -0.50
88 C 5.4635 -17.9648 20.9855  -0.43
89 O 6.3078 -17.8161 22.1007  -0.41
90 C 6.0188 -18.7256 23.1189  -0.39
91 H 4.7335 -20.5134 22.4676  0.35
92 H 4.0328 -19.4012 23.5089  0.26
93 H 3.3229 -17.9444 21.9225  0.27
94 H 3.5851 -19.2524 20.8667  0.26
95 H 5.2963 -17.0215 20.4656  0.34
96 H 5.7869 -18.7143 20.2632  0.26
97 H 5.9398 -18.2532 24.0981  0.31
98 H 6.7532 -19.5230 23.2322  0.24
99 C -3.4205 -20.0419 7.9153  -0.37
100 C -3.1781 -19.4740 6.5388  -0.52
101 C -3.0369 -20.7222 5.6982  -0.39
102 O -3.4522 -21.8641 6.4218  -0.39
103 C -3.2863 -21.6348 7.7721  -0.47
104 H -4.4359 -19.8228 8.2455  0.25
105 H -2.6693 -19.6969 8.6258  0.26
106 H -2.3634 -18.7531 6.4702  0.32
107 H -4.0408 -18.8444 6.3209  0.19
108 H -1.9751 -20.8637 5.4965  0.27
109 H -3.6078 -20.6338 4.7739  0.30
110 H -2.2904 -21.9499 8.0836  0.25
111 H -4.0222 -22.2043 8.3398  0.30

***

Record 3
A structure of composition C33H37ClO2Si2Sn. Source: the OMol25 dataset; level of theory: ωB97M-V/def2-TZVPD.

- HOMO (spin up / spin down): -5.46 / -5.55 eV
- LUMO (spin up / spin down): -0.00978 / -0.00534 Eh
- Charge: 0
- Frontier orbital gap (spin up / spin down): 0.1909 / 0.1985 hartree
- Relative energy (zero: lowest compared OMol25 entry of this formula, charge and spin): 107.62 kJ/mol

Last column: Mulliken charge in e.
CARTESIAN COORDINATES (ANGSTROEM)
1 C 0.7994 1.4765 0.4596  -0.50
2 C 1.9402 1.5523 -0.3969  -0.69
3 C 1.5328 2.0573 -1.6629  -0.56
4 H 2.9635 1.3373 -0.0952  0.46
5 C 0.1119 2.2732 -1.6218  -0.51
6 C -0.3472 1.9249 -0.2905  -0.86
7 H -1.3412 2.0958 0.1059  0.76
8 H 0.8045 1.2270 1.5163  0.50
9 H 2.1841 2.3138 -2.4897  0.49
10 H -0.4978 2.6916 -2.4160  0.64
11 Sn 0.1025 -0.1226 -1.4404  1.71
12 Si -0.8832 -3.1255 -3.6903  1.04
13 C 1.0570 -3.3516 -3.8871  0.44
14 C 1.4643 -4.6452 -4.1509  -0.41
15 H 0.7308 -5.4450 -4.2375  0.30
16 C 2.8230 -4.9222 -4.2788  -0.57
17 H 3.1459 -5.9446 -4.4804  0.39
18 C 3.7778 -3.9031 -4.1334  -0.57
19 H 4.8284 -4.0840 -4.3502  0.38
20 C 3.3836 -2.6421 -3.6869  -0.76
21 H 4.0886 -1.8314 -3.4835  0.44
22 C 2.0211 -2.4330 -3.4629  0.42
23 H 1.6973 -1.5057 -2.9706  -0.32
24 C -0.7268 -1.2215 -4.6023  1.26
25 C 0.4886 -0.3886 -4.7935  0.50
26 H 1.5067 -0.7330 -4.6261  0.02
27 C 0.3770 0.8817 -5.4823  -0.44
28 H 1.3070 1.4005 -5.7282  0.61
29 C -0.8586 1.5830 -5.4239  -1.23
30 H -0.9207 2.6075 -5.7787  0.30
31 C -1.9498 0.9298 -4.9076  -0.42
32 H -2.8548 1.5151 -4.7398  0.37
33 C -1.9048 -0.4097 -4.5486  -1.37
34 H -2.8165 -0.8217 -4.1290  0.28
35 H -0.6844 -2.4606 -2.3778  -0.52
36 Si -0.1106 -0.7451 -6.4769  -0.29
37 C -1.2513 -0.4719 -7.9107  0.49
38 C -0.7011 -0.2988 -9.1971  -0.74
39 H 0.3367 -0.5995 -9.3741  0.29
40 C -1.4752 0.3058 -10.1962  -0.47
41 H -1.0505 0.4640 -11.1854  0.38
42 C -2.7698 0.7510 -9.9066  -0.54
43 H -3.3226 1.3573 -10.6225  0.36
44 C -3.3577 0.4233 -8.6775  -0.61
45 H -4.3758 0.7320 -8.4350  0.39
46 C -2.6311 -0.2894 -7.7209  -0.18
47 H -3.1167 -0.6564 -6.8037  0.44
48 C 1.0886 -2.1589 -7.0508  0.01
49 C 2.4342 -1.9543 -7.3722  0.07
50 H 2.8499 -0.9502 -7.3146  0.39
51 C 3.2434 -3.0303 -7.7596  -0.63
52 H 4.2863 -2.8625 -8.0085  0.40
53 C 2.7263 -4.3215 -7.8309  -0.46
54 H 3.3678 -5.1681 -8.1092  0.38
55 C 1.3797 -4.5204 -7.5129  -0.74
56 H 0.9694 -5.5245 -7.5558  0.40
57 C 0.5670 -3.4518 -7.1308  -0.15
58 H -0.4781 -3.6364 -6.8692  0.44
59 H -0.9487 -4.5622 -3.3580  -0.53
60 Cl -3.0786 -3.2942 -3.3918  -0.48
61 C -2.9039 -0.0776 0.9227  -0.92
62 O -2.0816 -0.9723 0.1542  -0.12
63 C -2.0145 -2.2826 0.7710  -0.60
64 C -0.8561 -2.3973 1.7446  -0.62
65 O 0.2305 -1.6029 1.2649  -0.04
66 C 1.3477 -1.7286 2.1428  -0.94
67 H -2.3593 0.2901 1.8056  0.35
68 H -3.1344 0.7632 0.2653  0.21
69 H -3.8304 -0.5750 1.2519  0.31
70 H -2.9503 -2.5001 1.3308  0.39
71 H -1.8754 -2.9944 -0.0598  0.11
72 H -0.5616 -3.4603 1.8084  0.44
73 H -1.1755 -2.0587 2.7451  0.37
74 H 1.1039 -1.3623 3.1566  0.34
75 H 1.6514 -2.7867 2.2633  0.33
76 H 2.1653 -1.1386 1.7128  0.21

***

Record 4
A cluster of 2 separate species, C5H13BrN in total. Source: the OMol25 dataset; level of theory: ωB97M-V/def2-TZVPD.

- HOMO: -14.18 eV
- LUMO: -0.16695 Eh
- Charge: +1
- Frontier orbital gap: 0.3542 hartree
- Relative energy (zero: lowest compared OMol25 entry of this formula, charge and spin): 501.01 kJ/mol

Last column: Mulliken charge in e.
CARTESIAN COORDINATES (ANGSTROEM)
1 C 1.9791 0.7890 0.0463  -1.35
2 C -1.3672 -1.1616 -0.2861  -0.88
3 C -0.7520 0.9350 -0.8900  -0.91
4 C -0.5592 0.1716 1.4428  -0.91
5 C 1.0938 -0.4219 -0.2217  0.22
6 N -0.3856 -0.1446 0.0271  -0.18
7 Br 1.6513 -2.0929 0.7177  -0.03
8 H 2.4891 0.9581 -0.8243  0.33
9 H 2.7487 0.5637 0.8527  0.37
10 H 1.3902 1.6705 0.1922  0.47
11 H -1.5697 -1.3862 -1.3401  0.37
12 H -1.1344 -2.0935 0.1364  0.42
13 H -2.4602 -0.9889 0.1220  0.34
14 H -0.7682 0.5938 -1.9753  0.41
15 H -1.8291 1.0979 -0.7636  0.42
16 H -0.1097 1.8337 -0.7845  0.33
17 H 0.2993 0.7998 1.8223  0.32
18 H -1.4806 0.4802 1.7725  0.46
19 H -0.2823 -0.7412 1.9926  0.46
20 H 1.0467 -0.8624 -2.0389  0.33

***

One value per record, in order, for total energy: -122386.2287; -101433.2406; -73017.6657; -76917.2095 eV.
One value per record, in order, for largest force on an atom: 0.027; 0.103; 0.079; 0.096 hartree/bohr.